Entry 1:
The following is a DFT calculation (ωB97M-V with the def2-TZVPD basis set) of C28H21Cl2N6O6S2W as an isolated structure at a distorted geometry.

XYZ file:
```
66
Properties=species:S:1:pos:R:3:mulliken_charge:R:1
W 0.56294 -0.16258 -0.28189 2.320
Cl -4.39839 2.89491 -3.97850 -0.187
C -3.20049 2.64690 -2.77962 0.093
C -2.86322 1.34414 -2.42248 -0.816
C -1.84292 1.17444 -1.50420 0.994
N -1.34394 -0.07997 -1.06478 -0.110
C -2.26902 -1.08889 -0.89638 0.115
O -3.46527 -0.99860 -0.99882 -0.623
C -1.61338 -2.44010 -0.62132 0.025
C -2.31218 -3.64583 -0.67193 -0.944
C -1.58745 -4.78659 -0.44394 -0.407
C -0.20276 -4.73292 -0.30350 -1.009
C 0.39635 -3.48108 -0.24771 -0.167
N -0.29882 -2.34961 -0.37239 0.222
C -1.19062 2.25925 -0.96745 -0.422
C -1.55778 3.55153 -1.32623 -1.240
C -2.53966 3.74781 -2.27921 -0.195
Cl -2.90750 5.36765 -2.82844 -0.178
N -0.22409 1.82815 -0.06077 0.749
C 0.06153 2.55257 1.05040 -0.596
O -0.58822 3.49030 1.50383 -0.667
C 1.36678 2.15850 1.67647 0.380
C 1.98463 2.90692 2.66874 -0.869
C 3.20607 2.46474 3.10885 -0.432
C 3.80735 1.38155 2.53038 -0.896
C 3.16015 0.70212 1.52016 -0.362
N 1.94299 1.09995 1.09609 0.408
H -3.34417 0.47148 -2.83728 0.635
H -3.39145 -3.58760 -0.81058 0.571
H -2.08157 -5.73864 -0.42990 0.483
H 0.38143 -5.62990 -0.18102 0.481
H 1.46157 -3.35286 -0.11881 0.652
H -1.05753 4.38866 -0.89302 0.653
H 1.52526 3.78264 3.12088 0.574
H 3.69530 2.97195 3.90799 0.503
H 4.77730 1.04798 2.86967 0.479
H 3.57156 -0.18193 1.04490 0.626
C -2.63014 0.96355 1.93795 -1.101
C -1.58221 -0.00082 2.35227 0.091
N -0.46671 -0.38699 1.70836 0.807
C 0.23972 -1.22539 2.58775 -0.764
C -0.46749 -1.33303 3.76005 0.487
N -1.58768 -0.57929 3.55837 -0.051
C -0.34996 -2.11969 5.02539 0.515
O 0.80549 -2.76377 5.26213 -0.510
O -1.23475 -2.00801 5.85120 -0.565
C 1.52384 -1.75938 2.10342 0.932
O 2.24959 -2.46389 2.75356 -0.822
O 1.71986 -1.42221 0.83331 -0.683
H -3.39916 0.49568 1.29050 0.219
H -2.24829 1.80049 1.37384 0.137
H -3.15554 1.29033 2.84780 0.473
H -2.31672 -0.48494 4.27903 0.367
H 1.38681 -2.78845 4.44840 0.383
C 2.41836 1.78363 -4.27202 -1.585
C 2.00178 0.78600 -3.22316 0.632
S 1.60477 1.36352 -1.67901 -0.230
C 1.77172 -0.52094 -3.48579 0.795
C 1.78042 -1.15064 -4.84164 -1.451
S 1.31785 -1.52267 -2.18086 -0.250
H 3.43835 1.54624 -4.63644 0.361
H 2.47823 2.78148 -3.88717 0.504
H 1.66288 1.84105 -5.08648 0.329
H 0.99143 -0.86838 -5.49866 0.319
H 1.70253 -2.25368 -4.60796 0.423
H 2.72427 -0.97681 -5.35235 0.398
```

Properties
LUMO level (alpha / beta) = -0.16511 / -0.16513 hartree
ΔE to the lowest compared entry with this formula, charge and spin = 0.00 kJ/mol
net charge = +1
molecular weight = 856.39 g/mol
energy = -3643.4414 Ha
Kohn-Sham gap (alpha / beta) = 0.2273 / 0.2272 hartree


Entry 2:
The following is a DFT calculation (ωB97M-V with the def2-TZVPD basis set) of C53H51CaIN6O2SSb2Si as an isolated structure at a distorted geometry.

XYZ file:
```
118
Properties=species:S:1:pos:R:3:mulliken_charge:R:1
Ca 17.85915 14.99518 11.59863 0.522
O 24.76490 13.73575 13.53372 -0.733
C 23.71213 13.37193 14.18219 0.405
O 23.65680 12.67587 15.21068 -0.713
C 22.41143 14.05755 13.64908 -0.291
C 22.71071 15.02455 12.60064 -0.185
C 21.67043 15.69895 12.02722 -0.116
N 20.35201 15.58405 12.49492 -0.001
C 20.15252 14.94614 13.70726 0.528
C 21.19253 14.13430 14.23260 -1.101
C 18.99787 15.33624 14.60721 0.519
C 19.04133 15.05416 16.00759 -0.866
C 17.85030 15.20602 16.70222 -0.615
C 16.75147 15.83923 16.06648 -0.725
C 16.77379 16.13171 14.72198 -0.362
N 17.80992 15.70707 13.95851 0.587
C 21.82548 16.66471 10.84396 0.127
C 20.79703 17.20419 10.07419 -0.230
C 21.04473 18.34799 9.30633 -0.222
C 22.39000 18.74035 9.11896 -0.569
C 23.39808 18.08964 9.88680 -0.284
N 23.14862 17.06793 10.66530 -0.386
H 23.73140 15.19368 12.24264 0.596
H 20.95460 13.53043 15.11478 0.560
H 19.96140 14.80758 16.45892 0.671
H 17.69978 14.97073 17.78982 0.323
H 15.89636 16.18447 16.59364 0.470
H 16.03492 16.77613 14.22365 0.310
H 19.80414 16.74467 10.20975 0.314
H 20.20637 18.85209 8.73229 0.366
H 22.67507 19.52789 8.41937 0.360
H 24.47898 18.37461 9.83651 0.342
C 11.65173 10.76622 14.38033 -1.241
C 10.40690 11.31251 13.72135 0.245
C 9.70831 12.55487 14.35752 -1.704
Sb 10.75186 14.31483 13.61802 0.582
C 10.18409 15.70050 15.08312 0.247
C 11.13308 15.99126 16.05599 -0.814
C 10.75074 16.77294 17.13798 -0.354
C 9.43868 17.15455 17.33226 -0.534
C 8.53704 16.93808 16.30341 -0.529
C 8.88446 16.17558 15.20600 -0.156
C 9.34953 14.99656 12.12586 0.072
C 9.25882 16.33196 11.74349 -0.336
C 8.34103 16.65120 10.74688 -0.476
C 7.56725 15.68627 10.12412 -0.264
C 7.69487 14.34221 10.43482 -0.771
C 8.64474 14.03143 11.40710 -0.097
Sb 13.39951 10.48168 13.09110 1.189
C 14.25012 9.21459 14.76161 -0.319
C 13.56450 8.26124 15.50700 0.362
C 14.04054 7.69823 16.71336 -0.981
C 15.27892 8.03292 17.12146 -0.217
C 16.07943 8.84265 16.33698 -0.698
C 15.58716 9.39016 15.13825 -0.532
C 12.41770 8.72088 12.18122 0.077
C 11.24687 8.83907 11.43904 -0.304
C 10.49722 7.73194 11.15858 -0.481
C 10.95771 6.46819 11.44963 -0.458
C 12.21493 6.29419 12.07485 -0.550
C 12.94326 7.42004 12.45015 -0.368
H 11.98926 11.54113 15.10794 0.463
H 11.47738 9.85958 14.99484 0.415
H 9.73848 10.46051 13.63991 0.526
H 10.54482 11.60597 12.69561 -0.225
H 9.81975 12.63400 15.47053 0.582
H 8.73073 12.68440 13.95208 0.608
H 12.18114 15.64718 15.93696 0.375
H 11.47724 17.08023 17.85459 0.398
H 9.09634 17.60820 18.24084 0.369
H 7.46885 17.20614 16.31309 0.299
H 8.11869 15.96465 14.50124 0.430
H 9.80837 17.14021 12.33133 0.320
H 8.18814 17.73270 10.50007 0.263
H 6.85868 15.92079 9.32931 0.311
H 7.12588 13.55514 10.01786 0.463
H 8.79659 12.94157 11.48558 0.131
H 12.63238 7.93034 15.02449 0.355
H 13.35192 7.03926 17.19393 0.373
H 15.65018 7.62502 18.03049 0.372
H 17.08443 9.07585 16.59261 0.435
H 16.27767 9.88703 14.44417 0.262
H 10.94964 9.80537 11.03131 0.418
H 9.57633 7.76927 10.53176 0.283
H 10.28301 5.63740 11.31849 0.331
H 12.70782 5.33167 12.13399 0.367
H 13.96428 7.31851 12.86018 0.432
C 16.84123 13.14394 7.68475 -1.395
C 16.16988 14.32776 8.25318 0.590
C 15.22126 14.90510 7.40050 -0.534
C 14.70163 16.17536 7.63698 -0.705
C 15.11908 16.86909 8.76154 -0.682
C 16.22283 16.31362 9.61380 0.742
N 16.74441 15.05575 9.27828 -0.125
N 16.75083 16.96997 10.68968 0.108
Si 16.70866 18.63991 11.37867 0.057
C 16.36304 19.95097 10.13977 -1.228
C 18.36955 18.90815 12.27099 -0.666
C 15.36598 18.85086 12.62487 -1.314
H 16.17732 12.52172 7.04778 0.410
H 17.04828 12.43104 8.51628 0.303
H 17.69620 13.45004 7.09237 0.286
H 15.03970 14.33808 6.49348 0.262
H 13.90734 16.58931 7.02855 0.370
H 14.72605 17.80875 9.17450 0.343
H 15.71097 19.74939 9.31602 0.403
H 17.33037 20.35005 9.76350 0.257
H 15.85953 20.78185 10.62942 0.410
H 18.33966 19.75746 12.97180 0.413
H 19.06750 19.19043 11.47059 0.126
H 18.69323 18.04285 12.88268 0.009
H 15.01193 19.88148 12.47655 0.400
H 15.63290 18.72020 13.63665 0.390
H 14.48074 18.29426 12.34370 0.318
S 12.85812 14.97106 10.78961 -0.369
C 12.80214 13.52930 11.37169 0.479
N 12.74048 12.45606 11.91961 -0.860
I 15.86802 12.74209 12.61838 -0.341
```

Properties
LUMO level = 0.10936 hartree
net charge = -2
molecular weight = 1274.69 g/mol
energy = -4672.8155 Ha
Kohn-Sham gap = 0.1824 hartree


Question: Which of these has the highest molecular weight?
Answer: C53H51CaIN6O2SSb2Si


Question: What is the molecular weight in the first record?
Answer: 856.39 g/mol


Question: Which value of energy does entry 1 give?
Answer: -3643.4414 Ha